10 unconnected molecules or ions with the total composition C38H54BrN11PS, computed with wB97M-V/def2-TZVPD.

Cartesian coordinates (Å):
C1 -1.934 1.389 -1.270
N1 -0.785 0.551 -1.650
C2 -0.671 -0.653 -0.919
S1 0.199 -1.850 -2.063
Br1 -1.238 -2.294 -3.586
P1 0.267 -3.681 -0.802
N2 0.336 -3.200 0.649
H1 -2.045 1.483 -0.185
H2 -1.792 2.381 -1.689
H3 -2.846 0.964 -1.688
H4 0.068 1.093 -1.555
H5 -0.033 -0.660 -0.030
H6 -1.645 -1.086 -0.682
H7 -0.935 -4.272 -1.186
H8 1.340 -4.373 -1.364
H9 1.191 -3.438 1.139
N3 -4.728 -5.057 -5.388
C3 -4.790 -6.155 -6.198
C4 -3.516 -6.615 -6.392
C5 -2.644 -5.759 -5.667
C6 -3.425 -4.811 -5.057
H10 -5.521 -4.522 -5.083
H11 -5.733 -6.518 -6.569
H12 -3.238 -7.466 -6.989
H13 -1.570 -5.829 -5.610
H14 -3.140 -3.995 -4.418
N4 2.737 0.442 -3.440
C7 3.259 1.294 -4.376
C8 4.379 1.866 -3.831
C9 4.533 1.338 -2.517
C10 3.514 0.454 -2.313
H15 1.900 -0.100 -3.519
H16 2.796 1.423 -5.339
H17 5.014 2.591 -4.313
H18 5.297 1.583 -1.798
H19 3.264 -0.139 -1.449
N5 1.171 4.323 -0.871
C11 1.088 4.838 0.398
C12 2.026 4.209 1.169
C13 2.707 3.281 0.333
C14 2.159 3.373 -0.918
H20 0.600 4.603 -1.648
H21 0.367 5.598 0.647
H22 2.209 4.397 2.213
H23 3.511 2.624 0.619
H24 2.387 2.844 -1.829
N6 -1.453 -3.788 3.195
C15 -2.284 -2.987 3.931
C16 -2.371 -3.516 5.191
C17 -1.566 -4.687 5.214
C18 -1.016 -4.829 3.970
H25 -1.191 -3.634 2.238
H26 -2.735 -2.109 3.501
H27 -2.939 -3.109 6.011
H28 -1.408 -5.345 6.052
H29 -0.350 -5.578 3.576
N7 -3.461 1.096 6.851
C19 -2.934 1.644 7.986
C20 -1.850 0.890 8.352
C21 -1.718 -0.154 7.395
C22 -2.726 0.001 6.484
H30 -4.266 1.446 6.365
H31 -3.373 2.518 8.436
H32 -1.221 1.063 9.211
H33 -0.971 -0.930 7.378
H34 -2.973 -0.572 5.608
N8 6.528 -0.504 -4.898
C23 6.419 -1.158 -6.094
C24 7.551 -1.908 -6.270
C25 8.378 -1.696 -5.132
C26 7.718 -0.826 -4.306
H35 5.837 0.116 -4.514
H36 5.552 -1.032 -6.720
H37 7.767 -2.533 -7.120
H38 9.346 -2.129 -4.947
H39 7.997 -0.410 -3.354
N9 -2.534 -6.365 -2.341
C27 -2.870 -7.469 -3.078
C28 -3.054 -8.509 -2.211
C29 -2.836 -8.016 -0.898
C30 -2.515 -6.691 -1.000
H40 -2.372 -5.462 -2.746
H41 -2.962 -7.413 -4.149
H42 -3.333 -9.513 -2.485
H43 -2.923 -8.569 0.022
H44 -2.301 -5.967 -0.230
N10 0.222 7.882 -1.279
C31 -0.416 8.123 -2.468
C32 -1.036 9.338 -2.370
C33 -0.758 9.852 -1.073
C34 0.021 8.933 -0.426
H45 0.771 7.068 -1.074
H46 -0.370 7.419 -3.281
H47 -1.619 9.812 -3.141
H48 -1.090 10.792 -0.666
H49 0.450 8.940 0.561
N11 -0.824 4.297 7.851
C35 -0.548 4.898 6.655
C36 -0.243 6.210 6.903
C37 -0.338 6.407 8.308
C38 -0.697 5.207 8.863
H50 -1.083 3.331 7.963
H51 -0.591 4.344 5.734
H52 0.019 6.948 6.163
H53 -0.162 7.322 8.848
H54 -0.871 4.928 9.888

charge: +1
lowest unoccupied orbital energy: -5.483 eV
HOMO level: -9.367 eV
energy: -5395.84231 a.u.

Here are the Löwdin charges for atoms 1 to 8, given in e: -0.078, -0.172, -0.476, 0.422, 0.501, 0.613, -0.271, 0.093

***

4 unconnected molecules or ions with the total composition C30H32F24N5O5 at a distorted geometry, computed with wB97M-V/def2-TZVPD.

Cartesian coordinates (Å):
C1 11.025 0.649 3.047
C2 9.907 0.286 2.887
N1 8.681 -0.077 2.349
C3 7.604 0.697 2.726
N2 7.856 2.006 3.007
N3 6.706 2.828 2.913
C4 6.482 3.388 1.586
C5 6.659 3.814 3.994
C6 5.470 3.723 4.904
O1 7.518 4.627 4.133
N4 6.402 0.222 2.812
C7 5.971 -1.157 2.527
C8 4.734 -1.095 1.645
C9 3.519 -0.724 2.469
O2 3.683 -0.232 3.568
N5 2.281 -1.010 1.919
C10 1.229 -0.032 2.187
C11 1.448 1.333 2.308
C12 0.378 2.175 2.537
C13 -0.919 1.689 2.636
C14 -1.136 0.331 2.488
C15 -0.060 -0.519 2.281
H1 12.056 0.794 3.251
H2 8.553 -1.061 2.573
H3 8.599 2.372 2.408
H4 5.898 4.297 1.673
H5 5.905 2.701 0.970
H6 7.403 3.657 1.063
H7 4.763 4.514 4.674
H8 5.780 3.749 5.941
H9 4.942 2.787 4.740
H10 5.650 0.835 3.107
H11 6.717 -1.725 1.987
H12 5.704 -1.590 3.484
H13 4.879 -0.452 0.778
H14 4.591 -2.096 1.247
H15 2.399 -1.047 0.909
H16 2.450 1.723 2.211
H17 0.535 3.238 2.647
H18 -1.730 2.376 2.812
H19 -2.136 -0.052 2.547
H20 -0.261 -1.574 2.174
C16 2.781 -5.311 3.117
C17 2.637 -5.004 1.615
C18 1.220 -4.913 1.045
F1 0.563 -6.076 1.163
F2 1.306 -4.612 -0.275
F3 3.380 -5.870 0.902
F4 3.187 -3.759 1.421
O3 3.080 -6.641 3.493
C19 2.081 -7.574 3.687
C20 2.183 -8.732 2.690
F5 2.097 -8.276 1.425
F6 1.161 -9.585 2.904
F7 0.862 -7.005 3.674
F8 2.263 -8.092 4.917
H21 3.662 -4.753 3.432
H22 1.950 -4.903 3.694
H23 0.654 -4.121 1.544
H24 3.131 -9.258 2.816
C21 -4.391 0.957 -2.776
C22 -4.461 2.495 -2.792
C23 -3.193 3.260 -2.406
F9 -2.814 2.993 -1.139
F10 -3.437 4.588 -2.490
F11 -5.506 2.909 -2.047
F12 -4.725 2.862 -4.083
O4 -4.921 0.287 -1.641
C24 -4.168 0.060 -0.519
C25 -4.742 0.786 0.699
F13 -4.791 2.114 0.497
F14 -3.935 0.560 1.770
F15 -2.867 0.357 -0.710
F16 -4.232 -1.263 -0.252
H25 -5.039 0.638 -3.588
H26 -3.395 0.595 -3.032
H27 -2.373 3.015 -3.088
H28 -5.749 0.430 0.923
C26 -10.257 2.722 -6.840
C27 -9.789 3.172 -8.236
C28 -9.472 2.081 -9.261
F17 -8.459 1.292 -8.852
F18 -9.095 2.668 -10.421
F19 -8.741 4.014 -8.112
F20 -10.819 3.888 -8.768
O5 -9.297 2.705 -5.794
C29 -8.497 1.613 -5.568
C30 -7.018 1.946 -5.772
F21 -6.785 2.374 -7.025
F22 -6.276 0.825 -5.572
F23 -8.878 0.549 -6.300
F24 -8.644 1.271 -4.268
H29 -10.965 3.487 -6.525
H30 -10.824 1.793 -6.883
H31 -10.354 1.465 -9.456
H32 -6.705 2.718 -5.074

charge: +1
lowest unoccupied orbital energy: -2.543 eV
HOMO level: -11.632 eV
energy: -4208.82768 a.u.

Here are the Löwdin charges for atoms 1 to 8, given in e: 0.170, -0.163, 0.127, -0.289, 0.132, -0.156, -0.022, -0.443

***

A molecular structure, C8H16CsO4S2 at a distorted geometry, computed with wB97M-V/def2-TZVPD.

Cartesian coordinates (Å):
Cs1 23.235 4.462 -25.562
C1 19.227 3.201 -20.890
C2 20.333 2.474 -20.164
C3 21.613 2.624 -21.058
S1 21.438 4.305 -21.953
O1 21.318 4.122 -23.413
O2 22.385 5.240 -21.399
C4 19.795 4.600 -21.206
H1 18.230 3.235 -20.451
H2 19.045 2.695 -21.838
H3 20.075 1.519 -19.706
H4 20.647 3.049 -19.293
H5 21.583 1.915 -21.886
H6 22.629 2.618 -20.665
H7 19.330 5.212 -21.979
H8 19.973 5.324 -20.411
C5 16.802 4.119 -25.097
C6 17.185 5.087 -26.184
C7 17.915 4.188 -27.300
S2 19.147 3.261 -26.362
O3 20.339 4.069 -26.089
O4 19.167 1.811 -26.876
C8 18.093 3.289 -24.749
H9 16.044 3.482 -25.552
H10 16.401 4.506 -24.161
H11 17.765 5.941 -25.833
H12 16.353 5.552 -26.712
H13 18.540 4.644 -28.068
H14 17.129 3.484 -27.575
H15 18.697 3.737 -23.960
H16 18.058 2.247 -24.432

relative energy (zero: lowest compared OMol25 entry of this formula, charge and spin): 177.0 kJ/mol
charge: +1
lowest unoccupied orbital energy: -2.855 eV
HOMO level: -12.874 eV
energy: -1431.66028 a.u.

Here are the Löwdin charges for atoms 1 to 8, given in e: 1.105, -0.208, -0.195, -0.156, 0.711, -0.536, -0.322, -0.210

***

2 unconnected molecules or ions with the total composition C4H14N2O at a distorted geometry, computed with wB97M-V/def2-TZVPD.

Cartesian coordinates (Å):
N1 1.105 0.551 -0.002
C1 -0.997 -0.663 -1.926
C2 -1.218 0.304 -0.722
C3 -0.127 -0.070 0.346
C4 -0.723 0.512 1.624
N2 0.293 0.811 2.701
H1 1.596 0.510 0.894
H2 1.115 1.411 -0.474
H3 -0.987 -1.686 -1.644
H4 -0.082 -0.414 -2.532
H5 -1.897 -0.478 -2.669
H6 -1.348 1.339 -1.157
H7 -2.185 -0.178 -0.374
H8 0.133 -1.085 0.499
H9 -1.539 -0.176 1.982
H10 -1.111 1.487 1.361
H11 0.551 0.141 3.354
H12 -0.004 1.528 3.181
H13 2.517 -2.112 -1.481
H14 2.382 -0.553 -1.107
O1 2.527 -1.179 -1.853

relative energy (zero: lowest compared OMol25 entry of this formula, charge and spin): 214.9 kJ/mol
SMILES: CC[C@@H](N)CN.O
lowest unoccupied orbital energy: 0.935 eV
HOMO level: -9.157 eV
energy: -345.49434 a.u.

Here are the Löwdin charges for atoms 1 to 8, given in e: 0.025, -0.141, -0.211, -0.431, -0.206, 0.036, 0.082, 0.077

***

A molecular structure, C4H5NO, computed with wB97M-V/def2-TZVPD.

Cartesian coordinates (Å):
N1 1.178 0.239 0.882
C1 0.078 0.977 0.261
C2 0.893 0.025 -0.518
C3 -0.148 -0.969 -1.016
O1 -1.216 -0.937 0.745
C4 -1.215 0.185 0.205
H1 0.800 -0.522 1.447
H2 0.102 2.061 0.215
H3 1.632 0.345 -1.251
H4 0.022 -2.019 -0.737
H5 -2.126 0.614 -0.232

relative energy (zero: lowest compared OMol25 entry of this formula, charge and spin): 585.7 kJ/mol
lowest unoccupied orbital energy: 0.023 eV
HOMO level: -8.667 eV
energy: -285.19150 a.u.

Here are the Löwdin charges for atoms 1 to 8, given in e: 0.077, -0.224, -0.333, 0.161, -0.012, -0.233, 0.099, 0.136